No. 1
{"formula": "C22H16B4NO44S3", "method": "wB97M-V/def2-TZVPD", "symbols": ["N", "H", "H", "H", "H", "O", "C", "O", "B", "O", "C", "O", "O", "C", "O", "C", "O", "O", "O", "C", "O", "B", "O", "C", "O", "O", "C", "O", "C", "O", "O", "O", "C", "O", "B", "O", "C", "O", "O", "C", "O", "C", "O", "O", "O", "C", "O", "B", "O", "C", "O", "O", "C", "O", "C", "O", "O", "C", "C", "O", "S", "O", "O", "O", "H", "H", "H", "H", "C", "C", "O", "S", "O", "O", "O", "H", "H", "H", "H", "C", "C", "O", "S", "O", "O", "O", "H", "H", "H", "H"], "xyz": [[-22.99, 9.56, -6.52], [-22.91, 8.54, -6.50], [-22.69, 9.92, -7.43], [-22.26, 9.84, -5.85], [-23.94, 9.83, -6.27], [-27.99, 14.26, -1.87], [-27.55, 13.16, -1.96], [-26.87, 12.64, -2.99], [-26.37, 11.34, -2.61], [-26.91, 11.04, -1.26], [-27.56, 12.11, -0.82], [-28.08, 12.23, 0.25], [-26.77, 10.25, -3.54], [-25.72, 9.64, -4.02], [-25.73, 8.75, -4.83], [-24.47, 10.25, -3.34], [-24.88, 11.24, -2.58], [-23.36, 9.79, -3.43], [-19.16, 10.60, -2.51], [-18.75, 9.99, -3.44], [-17.44, 9.66, -3.62], [-17.30, 8.93, -4.86], [-18.61, 8.97, -5.52], [-19.50, 9.48, -4.69], [-20.69, 9.46, -4.84], [-16.93, 7.49, -4.65], [-15.74, 7.26, -5.19], [-15.13, 6.23, -5.13], [-15.25, 8.56, -5.84], [-16.23, 9.46, -5.74], [-14.18, 8.75, -6.34], [-23.53, 13.08, -8.54], [-23.66, 13.75, -7.56], [-24.32, 14.88, -7.44], [-23.96, 15.50, -6.15], [-23.37, 14.39, -5.35], [-23.03, 13.42, -6.18], [-22.39, 12.44, -5.94], [-22.94, 16.57, -6.38], [-23.26, 17.63, -5.67], [-22.58, 18.60, -5.49], [-24.70, 17.41, -5.14], [-25.04, 16.15, -5.43], [-25.38, 18.22, -4.60], [-24.62, 8.61, -9.00], [-25.70, 9.04, -8.67], [-25.92, 10.08, -7.89], [-27.38, 10.33, -7.86], [-28.00, 9.12, -8.47], [-27.06, 8.46, -9.11], [-27.21, 7.51, -9.85], [-27.93, 10.60, -6.54], [-28.38, 11.85, -6.46], [-28.69, 12.45, -5.48], [-28.32, 12.44, -7.91], [-27.68, 11.54, -8.66], [-28.64, 13.54, -8.25], [-25.12, 5.12, -8.35], [-23.88, 4.28, -7.98], [-23.97, 4.08, -6.55], [-24.44, 5.50, -5.97], [-23.44, 6.50, -6.12], [-25.07, 5.28, -4.74], [-25.51, 5.75, -7.12], [-26.00, 4.59, -8.71], [-24.86, 5.85, -9.12], [-23.02, 4.93, -8.11], [-23.68, 3.37, -8.53], [-18.54, 12.55, -8.51], [-17.75, 11.29, -8.18], [-18.78, 10.33, -7.95], [-19.86, 10.49, -9.09], [-21.17, 10.35, -8.57], [-19.52, 9.79, -10.27], [-19.61, 12.06, -9.31], [-18.00, 13.37, -8.98], [-18.97, 12.95, -7.58], [-17.01, 11.30, -7.39], [-17.21, 11.01, -9.10], [-19.88, 5.04, -7.12], [-20.18, 6.27, -6.27], [-20.54, 7.29, -7.21], [-20.75, 6.72, -8.66], [-19.57, 6.94, -9.43], [-22.04, 6.96, -9.17], [-20.72, 5.15, -8.23], [-20.02, 4.13, -6.53], [-18.81, 4.95, -7.35], [-19.37, 6.64, -5.66], [-21.05, 6.05, -5.65]], "orbital_gap_ev": 8.18, "homo_ev": -3.6, "e_lumo_ev": 4.59, "total_charge": -3}

=====

No. 2
{"formula": "C3H2BrCl3O3S", "method": "wB97M-V/def2-TZVPD", "symbols": ["C", "C", "C", "O", "O", "O", "S", "Cl", "Cl", "Cl", "Br", "H", "H"], "xyz": [[0.31, 0.60, 0.21], [0.63, -0.62, -0.66], [-0.89, 1.40, -0.29], [1.26, -2.25, 1.45], [-1.08, -2.25, 0.74], [0.00, -0.05, 1.43], [0.17, -1.59, 0.84], [-0.49, 2.10, -1.87], [-2.30, 0.33, -0.45], [-1.25, 2.69, 0.86], [2.45, -0.86, -1.07], [1.16, 1.28, 0.35], [0.01, -0.77, -1.54]], "orbital_gap_ev": 11.36, "homo_ev": -11.1, "e_lumo_ev": 0.28}

=====

No. 3
{"formula": "C6H12Br6", "method": "wB97M-V/def2-TZVPD", "symbols": ["Br", "C", "C", "Br", "H", "H", "H", "H", "Br", "C", "C", "Br", "H", "H", "H", "H", "Br", "C", "C", "Br", "H", "H", "H", "H"], "xyz": [[-3.43, -0.09, 1.31], [-1.63, 0.20, 2.14], [-1.78, 0.54, 3.60], [0.18, 0.44, 4.19], [-1.29, 1.02, 1.50], [-1.03, -0.65, 1.84], [-2.35, -0.15, 4.22], [-2.21, 1.53, 3.78], [0.92, 6.16, -4.16], [2.17, 6.84, -2.83], [2.68, 5.70, -1.97], [4.23, 6.29, -0.83], [1.78, 7.75, -2.39], [3.00, 7.07, -3.50], [3.09, 4.91, -2.59], [1.88, 5.25, -1.37], [-2.88, -6.26, 0.43], [-1.03, -5.93, -0.05], [-0.54, -7.29, -0.65], [1.38, -7.04, -1.18], [-0.54, -5.48, 0.82], [-1.04, -5.14, -0.80], [-1.04, -7.54, -1.59], [-0.52, -8.12, 0.06]], "orbital_gap_ev": 10.66, "homo_ev": -10.4, "e_lumo_ev": 0.30, "smiles": "BrCCBr.BrCCBr.BrCCBr"}

=====

No. 4
{"formula": "C3H7INOS", "method": "wB97M-V/def2-TZVPD", "symbols": ["C", "C", "C", "N", "O", "S", "I", "H", "H", "H", "H", "H", "H", "H"], "xyz": [[-0.78, 0.47, -0.85], [-0.41, -0.86, -0.18], [0.05, 1.12, 0.34], [0.01, -0.21, 1.05], [0.74, -1.35, -0.81], [1.78, 1.54, 0.03], [-2.88, 1.01, -0.80], [-0.25, 0.68, -1.80], [-1.30, -1.61, -0.27], [-0.34, 1.91, 0.93], [-0.65, -0.40, 1.80], [0.94, -0.36, 1.51], [1.06, -2.27, -0.72], [2.05, 0.34, -0.23]], "orbital_gap_ev": 9.78, "homo_ev": -13.6, "e_lumo_ev": -3.84, "total_charge": 1, "smiles": "O[C@H]1[NH2+][C@@H](S)[C@@H]1I"}